ORCA calculation (ωB97M-V/def2-TZVPD) on a structure of composition C28H60BF12MgN2O20S4.

Structure (XYZ):
```
128
Properties=species:S:1:pos:R:3:mulliken_charge:R:1
Mg -2.33 -1.57 1.60 2.361
C -2.43 -4.85 4.24 0.743
F -2.24 -5.39 5.43 -0.212
F -1.39 -5.15 3.42 -0.177
F -3.58 -5.39 3.71 -0.225
S -2.55 -2.90 4.44 0.637
O -3.97 -2.56 4.23 -0.590
O -2.12 -2.71 5.84 -0.554
N -1.61 -2.16 3.19 -0.326
S -0.10 -2.31 3.68 0.506
O 0.23 -3.26 4.75 -0.542
O 0.79 -2.45 2.48 -0.601
C 0.31 -0.50 4.36 0.666
F 1.46 -0.59 4.99 -0.199
F 0.43 0.32 3.25 -0.259
F -0.69 -0.01 5.15 -0.248
C -4.25 -4.01 -3.96 0.582
F -3.21 -4.77 -3.49 -0.227
F -4.99 -4.66 -4.84 -0.223
F -4.97 -3.55 -2.95 -0.196
S -3.40 -2.47 -4.81 0.963
O -2.29 -2.14 -3.95 -0.509
O -2.93 -2.92 -6.12 -0.698
N -4.65 -1.30 -5.19 -0.544
S -4.26 0.05 -4.38 1.059
O -2.82 0.40 -4.33 -0.509
O -4.93 1.22 -4.91 -0.724
C -4.85 -0.23 -2.60 0.412
F -5.98 -0.91 -2.62 -0.261
F -3.92 -0.92 -1.97 -0.038
F -5.03 0.95 -1.98 -0.235
B -1.56 -0.20 0.45 2.388
H -1.03 -1.12 0.27 -0.762
H -1.25 0.65 -0.14 -0.646
H -2.60 -0.36 0.20 -0.281
H -1.54 0.13 1.48 -0.939
C -3.27 1.27 3.14 -0.863
O -3.63 -0.01 2.64 -0.409
C -4.84 0.09 1.95 -0.891
C -5.22 -1.35 1.48 -0.950
O -4.07 -2.05 1.01 0.096
C -4.29 -3.49 0.80 -0.804
C -2.98 -3.95 0.11 -0.725
O -1.84 -3.37 0.64 -0.062
C -0.67 -3.90 0.00 -0.862
H -2.92 1.95 2.37 0.330
H -2.57 1.10 3.96 0.026
H -4.12 1.76 3.61 0.513
H -4.68 0.89 1.23 0.522
H -5.67 0.39 2.59 0.461
H -5.97 -1.33 0.69 0.431
H -5.74 -1.82 2.30 0.391
H -5.12 -3.82 0.17 0.501
H -4.44 -3.91 1.79 0.186
H -3.11 -3.65 -0.93 0.246
H -2.89 -5.03 0.10 0.607
H -0.62 -3.68 -1.06 0.276
H -0.50 -4.98 0.04 0.405
H 0.17 -3.32 0.37 0.058
C 0.35 1.46 -3.20 -0.647
O 1.22 1.10 -4.29 -0.524
C 2.51 0.70 -3.82 -0.048
C 3.59 0.94 -4.88 -0.773
O 4.79 0.31 -4.45 0.250
C 5.84 0.50 -5.37 -0.855
C 6.23 -0.72 -6.28 -0.536
O 7.05 -1.66 -5.61 -0.391
C 6.46 -2.47 -4.64 -0.318
H 0.65 2.17 -2.43 0.356
H -0.03 0.57 -2.69 0.185
H -0.60 1.79 -3.62 0.439
H 2.45 -0.35 -3.51 0.279
H 2.70 1.27 -2.91 -0.038
H 3.69 2.03 -4.89 0.252
H 3.38 0.48 -5.85 0.394
H 6.66 0.76 -4.71 0.406
H 5.78 1.49 -5.83 0.559
H 6.79 -0.43 -7.17 0.321
H 5.30 -1.13 -6.66 0.330
H 7.23 -2.96 -4.05 0.263
H 5.81 -3.22 -5.08 0.342
H 5.86 -1.94 -3.90 -0.115
C -2.60 3.20 6.53 -0.607
O -2.78 4.44 5.92 -0.341
C -1.66 5.20 6.13 -0.613
C -0.33 4.79 5.35 -0.417
O -0.29 4.87 3.90 -0.451
C -1.39 4.36 3.13 0.428
C -1.31 4.97 1.62 -0.737
O -0.13 4.58 0.94 -0.475
C 0.09 3.16 0.78 -0.133
H -1.77 2.56 6.22 0.190
H -3.46 2.62 6.20 0.200
H -2.49 3.32 7.61 0.388
H -1.58 5.41 7.19 0.478
H -2.01 6.15 5.72 0.292
H -0.03 3.76 5.53 0.212
H 0.53 5.37 5.70 0.333
H -2.31 4.69 3.61 0.579
H -1.29 3.28 3.12 -0.422
H -1.52 6.03 1.46 0.406
H -2.18 4.64 1.05 0.319
H 0.94 3.01 0.11 0.224
H -0.78 2.71 0.30 0.099
H 0.25 2.61 1.71 0.109
C 1.92 -0.21 0.48 0.638
O 3.19 -0.68 0.85 -0.461
C 3.64 -1.79 0.10 -0.920
C 4.59 -1.28 -1.04 0.643
O 5.73 -0.72 -0.47 -0.451
C 6.24 0.37 -1.32 -0.178
C 5.54 1.75 -1.36 0.624
O 6.36 2.66 -1.93 -0.431
C 5.70 3.91 -2.32 -0.722
H 1.62 0.63 1.11 -0.229
H 1.08 -0.90 0.55 -0.057
H 1.85 0.13 -0.56 -0.170
H 2.93 -2.56 -0.22 0.225
H 4.18 -2.41 0.82 0.460
H 4.03 -0.60 -1.68 -0.298
H 4.88 -2.10 -1.70 0.147
H 6.21 -0.01 -2.35 -0.133
H 7.28 0.52 -1.05 0.387
H 5.19 2.18 -0.42 0.528
H 4.66 1.69 -2.00 -0.707
H 6.52 4.51 -2.71 0.284
H 5.23 4.42 -1.48 0.329
H 5.04 3.87 -3.18 0.223
```

- charge = -1
- frontier orbital gap (eV) = 8.63
- energy relative to the best compared isomer or geometry (same formula, charge and spin) (kcal per mole) = 113.65
- E_LUMO (Eh) = 0.0602

=====

ORCA calculation (ωB97M-V/def2-TZVPD) on a cluster of 8 separate species, C29H74NO21S7 in total.

Structure (XYZ):
```
132
Properties=species:S:1:pos:R:3:mulliken_charge:R:1
C 1.29 -2.93 -0.50 -1.442
C 0.67 -1.70 0.08 -0.088
C -0.68 -1.48 -0.51 -0.948
N -1.49 -0.29 0.14 0.235
C -0.86 1.10 -0.21 -0.899
C -1.68 -0.50 1.64 -0.488
C -3.19 -0.35 1.93 -0.645
C -3.75 0.32 0.68 -0.540
C -2.91 -0.33 -0.37 -0.863
H 2.22 -3.33 -0.09 0.377
H 1.35 -2.76 -1.57 0.372
H 0.67 -3.81 -0.34 0.362
H 1.21 -0.82 -0.25 0.253
H 0.59 -1.66 1.17 0.376
H -1.21 -2.38 -0.18 0.441
H -0.62 -1.29 -1.58 0.455
H -1.53 1.82 0.24 0.405
H -0.92 1.25 -1.29 0.344
H 0.18 1.12 0.13 0.344
H -0.99 0.13 2.20 0.354
H -1.47 -1.55 1.86 0.327
H -3.47 0.37 2.71 0.279
H -3.62 -1.32 2.17 0.405
H -3.54 1.39 0.77 0.277
H -4.83 0.14 0.65 0.392
H -2.96 0.04 -1.39 0.518
H -3.28 -1.33 -0.61 0.397
O -1.71 -4.99 -7.69 -0.602
S -1.13 -3.99 -6.81 1.087
O -2.00 -3.21 -5.89 -0.585
O 0.09 -4.73 -5.98 -0.222
C 0.73 -5.77 -6.67 -0.106
C 1.74 -6.39 -5.70 -1.288
C -0.11 -2.79 -7.76 -0.882
H 1.30 -5.54 -7.58 0.317
H 0.01 -6.58 -6.82 0.290
H 2.43 -7.07 -6.20 0.371
H 1.23 -6.70 -4.80 0.318
H 2.35 -5.57 -5.32 0.325
H 0.30 -2.07 -7.05 0.313
H -0.77 -2.20 -8.40 0.364
H 0.59 -3.36 -8.36 0.301
O 5.24 -3.33 8.06 -0.601
S 4.89 -2.70 6.82 1.076
O 5.71 -2.97 5.63 -0.588
O 3.31 -2.94 6.44 -0.243
C 2.35 -3.40 7.43 -0.081
C 1.06 -3.50 6.69 -1.246
C 4.90 -0.86 7.14 -0.916
H 2.17 -2.70 8.23 0.274
H 2.65 -4.34 7.90 0.328
H 1.11 -4.18 5.84 0.321
H 0.64 -2.55 6.36 0.288
H 0.29 -3.89 7.35 0.397
H 5.95 -0.58 7.22 0.355
H 4.45 -0.65 8.11 0.319
H 4.51 -0.43 6.22 0.318
O -2.47 6.24 -2.97 -0.610
S -3.60 6.19 -3.93 1.138
O -3.45 6.57 -5.32 -0.603
O -4.28 4.70 -3.91 -0.301
C -4.24 3.85 -5.04 -0.186
C -5.54 3.86 -5.85 -1.102
C -5.03 6.95 -3.21 -0.869
H -4.04 2.81 -4.79 0.300
H -3.42 4.11 -5.71 0.281
H -5.60 4.72 -6.52 0.300
H -6.40 4.11 -5.23 0.296
H -5.69 3.01 -6.52 0.366
H -4.63 7.85 -2.73 0.376
H -5.39 6.30 -2.41 0.291
H -5.64 7.22 -4.07 0.324
O -7.85 -4.79 2.53 -0.585
S -6.87 -5.37 3.49 1.097
O -5.48 -5.47 3.08 -0.557
O -7.02 -4.74 5.07 -0.313
C -8.30 -4.52 5.74 -0.115
C -8.01 -3.58 6.90 -1.106
C -7.49 -7.09 3.87 -0.869
H -8.69 -5.47 6.12 0.243
H -9.09 -4.14 5.08 0.359
H -8.17 -4.30 7.70 0.288
H -8.68 -2.75 7.13 0.311
H -7.02 -3.16 7.07 0.295
H -7.87 -7.60 2.99 0.345
H -8.31 -7.13 4.60 0.278
H -6.72 -7.72 4.32 0.329
O 7.43 1.95 -1.19 -0.582
S 7.00 0.63 -0.66 1.091
O 5.91 0.56 0.29 -0.589
O 6.66 -0.47 -1.90 -0.328
C 7.00 -0.19 -3.19 -0.276
C 8.54 -0.39 -3.40 -1.080
C 8.40 -0.13 0.18 -0.777
H 6.88 0.88 -3.35 0.341
H 6.49 -0.78 -3.95 0.341
H 8.75 -1.45 -3.25 0.299
H 9.21 0.24 -2.80 0.298
H 8.78 -0.13 -4.44 0.369
H 9.10 -0.28 -0.64 0.254
H 8.06 -1.04 0.66 0.307
H 8.85 0.54 0.92 0.331
O 2.99 3.01 -8.97 -0.584
S 2.87 3.86 -7.78 1.120
O 2.13 3.50 -6.56 -0.576
O 4.37 4.55 -7.33 -0.311
C 5.31 4.68 -8.39 -0.272
C 6.72 4.12 -7.76 -1.141
C 2.12 5.42 -8.37 -0.918
H 5.35 5.72 -8.69 0.304
H 5.03 4.04 -9.23 0.387
H 6.84 3.08 -8.06 0.296
H 6.97 4.28 -6.71 0.322
H 7.59 4.54 -8.26 0.359
H 2.38 6.10 -7.56 0.315
H 1.04 5.42 -8.31 0.405
H 2.44 5.68 -9.38 0.294
O 0.25 4.34 5.88 -0.575
S -0.83 4.30 6.85 1.100
O -2.24 4.10 6.41 -0.598
O -0.47 3.29 8.09 -0.300
C -1.51 3.06 9.05 -0.270
C -0.97 2.99 10.41 -1.086
C -0.82 5.90 7.81 -0.882
H -1.98 2.12 8.75 0.321
H -2.27 3.83 9.06 0.345
H -0.60 4.00 10.61 0.293
H -0.23 2.20 10.51 0.310
H -1.85 2.90 11.04 0.348
H -1.71 5.99 8.43 0.298
H -0.48 6.78 7.28 0.385
H 0.02 5.71 8.49 0.309
```

- charge = +1
- frontier orbital gap (eV) = 10.28
- E_LUMO (Eh) = -0.0734

=====

ORCA calculation (ωB97M-V/def2-TZVPD) on a cluster of 2 separate species, C10H16 in total.

Structure (XYZ):
```
26
Properties=species:S:1:pos:R:3:mulliken_charge:R:1
C -1.54 -2.51 1.14 -1.077
C -0.25 -2.75 0.26 -0.682
C 0.66 -1.53 0.26 0.656
C 2.04 -1.80 0.41 -0.500
C 2.87 -0.68 0.36 -0.608
C 2.35 0.62 0.50 -0.656
C 0.98 0.82 0.40 -0.521
C 0.10 -0.25 0.28 -0.485
H -1.54 -1.60 1.76 0.362
H -1.78 -3.41 1.71 0.328
H -2.30 -2.40 0.37 0.259
H 0.31 -3.65 0.47 0.382
H -0.62 -2.88 -0.79 0.266
H 2.39 -2.74 0.78 0.289
H 3.95 -0.74 0.43 0.334
H 3.10 1.39 0.57 0.382
H 0.68 1.85 0.53 0.527
H -0.92 0.03 0.12 0.695
C -1.69 3.28 -0.74 -0.934
C -0.94 2.27 -1.64 -0.556
H -1.00 4.04 -0.43 0.271
H -2.48 3.68 -1.39 0.361
H -2.31 2.84 0.05 0.279
H -0.95 2.72 -2.62 0.355
H -1.19 1.21 -1.56 0.171
H 0.07 2.19 -1.21 0.100
```

- charge = 0
- frontier orbital gap (eV) = 9.90
- energy relative to the best compared isomer or geometry (same formula, charge and spin) (kcal per mole) = 35.45
- structure (SMILES) = CCc1ccccc1.CC
- E_LUMO (Eh) = 0.0374

=====

ORCA calculation (ωB97M-V/def2-TZVPD) on a cluster of 2 separate species, C5H16N3 in total.

Structure (XYZ):
```
24
Properties=species:S:1:pos:R:3:mulliken_charge:R:1
C -0.87 2.39 -0.56 -1.416
C 0.01 1.35 -1.12 0.925
C 1.34 1.37 -0.85 -1.170
N -0.56 0.48 -2.14 -0.666
H -1.77 1.96 -0.09 0.343
H -1.33 2.98 -1.43 0.343
H -0.42 3.09 0.08 0.413
H 2.11 0.71 -1.25 0.416
H 1.74 1.98 -0.04 0.301
H -1.48 0.79 -2.38 0.228
H 0.00 0.50 -2.99 0.230
N -0.86 -1.77 -0.42 -0.144
C -0.67 -1.24 0.96 -0.603
C 0.83 -1.30 1.36 -0.256
N 0.94 -0.91 2.75 -0.649
H -0.74 -1.02 -1.17 0.301
H -0.14 -2.48 -0.65 0.404
H -1.73 -2.22 -0.54 0.388
H -0.98 -0.19 1.05 0.032
H -1.14 -1.82 1.70 0.521
H 1.19 -2.31 1.24 0.511
H 1.35 -0.67 0.53 0.028
H 1.74 -1.40 3.15 0.273
H 1.20 0.08 2.79 0.247
```

- charge = +1
- frontier orbital gap (eV) = 9.64
- energy relative to the best compared isomer or geometry (same formula, charge and spin) (kcal per mole) = 41.27
- E_LUMO (Eh) = -0.1107

=====

ORCA calculation (ωB97M-V/def2-TZVPD) on a cluster of 2 separate species, C4H11O in total.

Structure (XYZ):
```
16
Properties=species:S:1:pos:R:3:mulliken_charge:R:1
C -1.38 1.80 1.18 -0.758
C 0.06 1.66 1.66 -0.674
H -1.81 0.81 1.02 0.183
H -1.46 2.33 0.24 0.234
H -1.98 2.33 1.94 0.335
H 0.49 0.73 1.30 0.181
H 0.71 2.48 1.31 0.199
H 0.11 1.66 2.75 0.275
C 0.05 -1.28 -1.63 -0.459
O -0.19 -0.31 -0.71 -0.723
C 1.25 -2.17 -1.25 -1.068
H 0.28 -0.86 -2.64 0.194
H -0.82 -1.97 -1.75 0.204
H 1.56 -2.88 -2.04 0.374
H 1.03 -2.78 -0.37 0.239
H 2.11 -1.54 -1.00 0.265
```

- charge = -1
- frontier orbital gap (eV) = 6.69
- energy relative to the best compared isomer or geometry (same formula, charge and spin) (kcal per mole) = 0.00
- E_LUMO (Eh) = 0.1637

=====

ORCA calculation (ωB97M-V/def2-TZVPD) on a cluster of 5 separate species, C23H40BFN6O7 in total.

Structure (XYZ):
```
78
Properties=species:S:1:pos:R:3:mulliken_charge:R:1
N 4.68 0.01 5.09 -0.708
B 3.94 1.28 5.03 0.479
O 4.52 2.48 5.40 -0.574
C 2.42 1.24 4.55 0.627
C 2.13 0.81 3.24 -0.115
C 0.81 0.71 2.80 -0.628
C -0.18 1.06 3.70 0.140
C 0.09 1.49 4.98 0.027
C 1.40 1.58 5.43 -1.006
C -1.19 1.79 5.67 -0.128
O -1.35 2.31 6.73 -0.610
N -2.21 1.33 4.82 0.220
C -3.49 2.06 4.79 -0.797
C -4.69 1.14 4.50 -0.573
C -5.41 0.65 5.75 -0.225
F -6.79 0.73 5.56 -0.330
C -1.67 1.05 3.55 0.001
O -2.28 0.88 2.54 -0.637
H 4.26 -0.52 5.85 0.310
H 4.37 -0.53 4.28 0.321
H 4.64 2.51 6.35 0.309
H 2.92 0.54 2.56 0.538
H 0.54 0.35 1.82 0.974
H 1.61 1.89 6.45 0.410
H -3.46 2.85 4.04 0.362
H -3.63 2.49 5.78 0.513
H -5.40 1.65 3.85 0.359
H -4.34 0.28 3.95 0.292
H -5.18 -0.39 5.94 0.236
H -5.17 1.27 6.62 0.233
C 0.80 1.76 -2.39 -0.727
N 0.87 0.91 -1.21 -0.007
C 0.34 -0.33 -1.05 0.770
C -0.42 -0.89 -2.23 -1.410
O 0.47 -0.95 -0.01 -0.625
H 1.81 1.98 -2.74 0.288
H 0.30 2.70 -2.13 0.323
H 0.25 1.28 -3.18 0.162
H 1.36 1.24 -0.39 0.143
H -0.78 -1.88 -1.96 0.275
H -1.27 -0.26 -2.47 0.392
H 0.23 -0.98 -3.10 0.439
C -0.02 5.18 -7.40 -0.865
N 0.08 4.36 -6.20 -0.170
C -0.42 3.12 -5.99 0.731
C -1.18 2.47 -7.13 -1.199
O -0.25 2.55 -4.92 -0.568
H 0.98 5.41 -7.77 0.284
H -0.53 6.12 -7.16 0.287
H -0.58 4.67 -8.17 0.332
H 0.57 4.73 -5.41 0.231
H -1.51 1.49 -6.80 0.169
H -2.06 3.06 -7.39 0.366
H -0.54 2.36 -8.00 0.365
C 3.24 -5.50 2.83 -0.861
N 3.41 -4.29 3.60 -0.189
C 2.66 -3.15 3.55 0.784
C 1.51 -3.12 2.58 -1.068
O 2.93 -2.20 4.27 -0.660
H 3.07 -6.35 3.51 0.287
H 4.14 -5.70 2.25 0.284
H 2.40 -5.42 2.16 0.331
H 4.16 -4.24 4.27 0.249
H 1.02 -2.15 2.66 -0.036
H 1.85 -3.24 1.56 0.407
H 0.78 -3.90 2.82 0.434
C -2.31 -3.12 -5.29 -0.940
N -1.21 -2.19 -5.45 -0.066
C -0.09 -2.33 -6.21 0.924
C 0.06 -3.61 -7.01 -1.365
O 0.76 -1.45 -6.23 -0.641
H -3.24 -2.64 -5.61 0.311
H -2.41 -3.40 -4.24 0.272
H -2.16 -4.01 -5.89 0.359
H -1.24 -1.32 -4.94 0.154
H 0.99 -3.56 -7.55 0.298
H 0.07 -4.47 -6.35 0.359
H -0.76 -3.71 -7.72 0.369
```

- charge = 0
- frontier orbital gap (eV) = 9.11
- structure (SMILES) = NB(O)c1ccc2c(c1)C(=O)N(CCCF)C2=O.CNC(C)=O.CNC(C)=O.CNC(C)=O.CNC(C)=O
- E_LUMO (Eh) = 0.0081

=====

What is the charge in the second record? +1

=====

Which value of frontier orbital gap does entry 2 give? 10.28 eV